# 1
Formula: C5H9NO
Source: OMol25
Level of theory: the ωB97M-V functional and the def2-TZVPD basis

As for the energy: -8867.4869 eV. Its structure (SMILES) is N#CC1CCC1.O. Its multiplicity is 1. The HOMO-LUMO gap is 11.47 eV. The value obtained for the energy above the lowest of the compared OMol25 structures with the same formula, charge and spin is 166.5 kJ/mol.

Bonds (Å) are listed after each position.
Atoms and positions in Å:
1 N -0.971 -2.145 2.611  C5 1.158
2 H 2.471 -1.155 -1.812  O7 0.964
3 C -0.211 1.321 -0.343  C4 1.541, H8 1.093, C10 1.546, H13 1.092
4 C 0.329 0.839 1.019  C3 1.541, C11 1.546, H12 1.092, H14 1.095
5 C -0.685 -1.435 1.743  N1 1.158, C11 1.460
6 H -2.137 0.522 0.325  C10 1.095
7 O 1.693 -0.614 -1.988  H2 0.964, H15 0.964
8 H 0.516 1.097 -1.127  C3 1.093
9 H 0.462 -1.079 0.033  C11 1.094
10 C -1.264 0.193 -0.248  C3 1.546, H6 1.095, C11 1.549, H16 1.094
11 C -0.255 -0.547 0.666  C4 1.546, C5 1.460, H9 1.094, C10 1.549
12 H 1.398 0.899 1.230  C4 1.092
13 H -0.555 2.353 -0.432  C3 1.092
14 H -0.238 1.286 1.843  C4 1.095
15 H 1.045 -1.221 -2.363  O7 0.964
16 H -1.599 -0.314 -1.158  C10 1.094

***

# 2
Formula: C5H9NO
Source: OMol25
Level of theory: the ωB97M-V functional and the def2-TZVPD basis

As for the energy: -8866.6462 eV. Its structure (SMILES) is C/N=C/[C@H]1O[C@@H]1C. Its multiplicity is 1. The HOMO-LUMO gap is 10.93 eV. The value obtained for the energy above the lowest of the compared OMol25 structures with the same formula, charge and spin is 247.6 kJ/mol.

Bonds (Å) are listed after each position.
Atoms and positions in Å:
1 H 0.568 1.792 0.789  C16 1.103
2 H -0.748 -0.587 1.695  C6 1.092
3 O 1.323 -0.852 1.523  C6 1.425, C9 1.417
4 H 0.178 -2.910 -0.113  C7 1.094
5 H 1.335 -0.882 -0.596  C9 1.089
6 C -0.010 -1.148 1.117  H2 1.092, O3 1.425, C7 1.504, C9 1.463
7 C -0.423 -2.540 0.722  H4 1.094, C6 1.504, H13 1.096, H15 1.093
8 H -1.386 2.416 -1.843  C11 1.097
9 C 0.891 -0.376 0.260  O3 1.417, H5 1.089, C6 1.463, C16 1.488
10 H -0.192 3.347 -0.894  C11 1.100
11 C -0.318 2.537 -1.627  H8 1.097, H10 1.100, H12 1.094, N14 1.438
12 H 0.167 2.813 -2.568  C11 1.094
13 H -1.466 -2.496 0.389  C7 1.096
14 N 0.197 1.259 -1.215  C11 1.438, C16 1.264
15 H -0.357 -3.249 1.551  C7 1.093
16 C 0.567 1.047 -0.025  H1 1.103, C9 1.488, N14 1.264